The following is a DFT calculation (ωB97M-V/def2-TZVPD) of a molecular structure, C40H72Br20ClFN7S2.

```
143
Properties=species:S:1:pos:R:3
Br 4.5878 2.9488 2.0735
Br -2.1968 -3.7318 -7.4588
Br -1.3381 -6.2082 6.0716
Br 3.6588 3.8779 -1.3814
Br 7.4087 -4.9132 -1.5603
Br -4.6138 -0.9612 -7.6115
Br -3.8949 -3.6887 7.1482
Br -4.1998 0.6175 7.0763
Br -1.5858 1.4095 -3.2815
Br -1.8681 11.1368 -3.6945
Br 5.1548 8.3161 2.1885
Br -0.8674 6.0388 -0.9297
Br -1.0426 -2.2874 -3.5866
Br 7.3888 5.4852 3.1005
Br -2.2028 2.9706 5.0173
Br 3.9339 -6.5128 -2.1436
Br 1.5971 8.2538 0.7525
Br -1.1788 7.5733 -4.2211
Br 9.6039 -7.2702 -3.3615
Br 0.3005 -6.0609 -2.3701
Cl 2.9837 -0.3071 0.1185
S -3.9980 4.4756 -0.6821
S -4.3525 1.8228 -1.6998
F -1.0616 -1.7075 4.2762
N -0.7820 -0.2995 0.5490
N -1.8424 3.1380 -1.3622
N 0.2555 2.7569 -0.6159
N -4.1383 -4.8906 -0.2485
N -3.0238 -1.9488 1.4447
N -0.7689 -1.3026 1.5438
N -1.1299 -3.4804 1.5457
C 7.0470 8.3058 2.6464
C -2.2284 2.6941 6.9380
C -4.0739 -3.7507 -7.9679
C -1.4754 10.1826 -5.3441
C -3.5677 -0.5715 1.4901
C 1.4767 -2.4775 0.8705
C 3.3263 4.8088 0.2923
C -1.2230 0.2966 -4.8629
C 0.5076 -3.2989 5.0076
C -4.3846 -0.1783 0.2532
C -2.3733 1.2448 7.3114
C -4.0511 -2.9871 1.3196
C -0.6149 -2.9980 4.0223
C -1.9172 -5.6567 7.8491
C -0.8448 7.9893 -0.7210
C 7.7790 -6.7247 -3.7480
C 4.4919 4.7009 1.2313
C -0.9413 3.6116 -2.3659
C -3.4009 -5.4164 7.8995
C 0.5391 8.5552 -0.8572
C -1.7533 -2.2513 1.5090
C -3.5841 0.3623 -0.9405
C 1.3712 -1.0392 2.8160
C -4.4407 -2.5256 -8.7590
C 0.3159 3.3501 -1.8504
C -1.9186 -1.0410 -4.8133
C -1.0207 2.6824 -0.3513
C 2.5451 -7.8241 -2.5118
C -3.2906 3.1633 -1.2668
C 1.8675 -1.6200 -0.3230
C 1.4625 -7.2495 -3.3831
C -3.9556 -3.6719 -0.0231
C 2.6095 -2.5053 -1.3455
C -0.1016 -3.1938 2.5996
C 1.0514 0.2424 3.2174
C 0.4971 -1.8990 1.9442
C -1.7721 -4.7566 1.9479
C 7.5626 -5.2626 -3.4678
C 7.7578 7.1048 2.0832
C -2.1296 8.8285 -5.3639
H 3.1570 5.8446 0.0148
H -1.2768 3.0837 7.2914
H 8.3683 -4.6383 -3.8368
H -1.5087 2.3023 0.5201
H -5.0305 -0.9806 -0.0807
H 1.2681 3.5600 -2.2986
H 6.6203 -4.9304 -3.8976
H -3.1567 8.8517 -5.0179
H 0.0766 -3.6261 5.9494
H -2.1606 1.1191 8.3702
H 8.8344 7.2399 2.1490
H -0.9505 -0.7000 -0.3666
H -4.6467 -3.8482 -7.0527
H -4.3421 -5.3796 0.6243
H 0.0732 0.2389 0.5767
H -1.3408 -4.7822 8.1309
H -0.3958 10.1275 -5.4256
H 3.6721 -2.4819 -1.1523
H 0.7269 -3.8827 2.5924
H -1.1994 4.0874 -3.2831
H -4.2006 -4.6470 -8.5698
H -2.5878 0.6511 -0.6621
H 1.0836 -4.1382 4.6381
H 1.8503 -6.6719 -4.2145
H -3.7057 -2.2794 -9.5167
H 1.1471 -2.4445 5.1795
H -5.0220 -2.5122 1.3371
H -1.2932 8.2146 0.2414
H 1.0251 -1.2289 -0.8638
H -3.4938 -0.4097 -1.6979
H -2.8152 0.1435 1.7617
H 0.8150 -8.0369 -3.7605
H 4.3826 5.4042 2.0510
H -1.7394 0.5803 6.7332
H -5.4148 -2.6504 -9.2248
H -2.1855 -5.2713 1.0955
H 2.3202 -1.4583 3.1226
H 7.1282 -7.3621 -3.1596
H -3.0357 3.3065 7.3232
H 0.4987 9.6356 -0.9721
H -2.0939 8.4006 -6.3627
H 2.3994 -2.6907 1.3985
H 2.4242 -2.1047 -2.3348
H -3.7444 -5.3648 8.9295
H 0.2292 0.4033 3.8995
H 1.0913 8.1237 -1.6853
H -1.6420 -6.4914 8.4884
H -4.0375 -3.6919 2.1367
H -0.9994 -5.4044 2.3312
H 7.6339 -6.9327 -4.8053
H 7.4466 9.2189 2.2125
H -1.4846 8.3642 -1.5141
H -2.5368 -4.6828 2.7110
H 2.2217 -3.5170 -1.3561
H -5.0426 0.6211 0.5773
H 1.6582 1.0683 2.8690
H 7.1092 8.3605 3.7272
H 5.4463 4.8634 0.7438
H 1.1559 -3.4322 0.4695
H -1.8684 10.8077 -6.1419
H -1.5977 0.8674 -5.7098
H 7.4820 6.8992 1.0546
H 3.0447 -8.6458 -3.0185
H -1.4216 -3.6738 4.2903
H -1.8795 -1.5308 -5.7829
H -4.2719 -0.5994 2.3165
H -3.7304 -3.0326 -0.8706
H 2.1752 -8.1647 -1.5513
H 2.4109 4.3914 0.7012
H -3.9616 -6.1781 7.3701
H -0.1433 0.2103 -4.9318
H -2.9511 -0.9672 -4.4895
```

For the relative energy (zero: lowest compared OMol25 entry of this formula, charge and spin), the calculation gives 0.000 eV. The highest occupied orbital energy comes out at -9.58 eV. As for the total charge: +1. As for the orbital gap: 0.2620 Eh.